No. 1
# C26H34BaN3O4P2

A structure of composition C26H34BaN3O4P2 (wB97M-V/def2-TZVPD, the Open Molecules 2025 dataset).

Geometry as XYZ:
```
70
Properties=species:S:1:pos:R:3:mulliken_charge:R:1
Ba 0.35 1.52 -0.02 1.80
P 2.41 -0.78 0.36 0.85
C 2.31 -0.66 -1.50 -0.85
C 1.03 -1.21 -2.15 0.43
N -0.16 -0.72 -1.72 0.56
C -1.30 -1.22 -2.23 0.07
C -1.28 -2.19 -3.24 -0.75
C -0.07 -2.66 -3.73 -0.55
C 1.11 -2.17 -3.17 -0.80
C -2.66 -0.76 -1.71 -0.94
P -2.61 0.79 -0.70 0.18
H 2.09 -2.50 -3.49 0.44
H -2.24 -2.54 -3.61 0.47
H -0.03 -3.42 -4.51 0.43
H -3.38 -0.61 -2.53 0.51
H -3.07 -1.53 -1.04 0.45
H 2.42 0.44 -1.79 0.02
H 3.19 -1.18 -1.89 0.44
H 1.40 3.61 -1.80 0.27
O 1.71 2.70 -2.02 -0.53
H 2.24 2.77 -2.83 0.23
H 0.20 4.23 0.56 0.39
O 0.14 4.22 -0.43 -0.62
H -0.68 4.70 -0.65 0.28
C -2.75 2.01 -2.07 -1.22
H -3.72 1.89 -2.58 0.41
H -2.68 3.04 -1.67 0.33
H -1.93 1.87 -2.80 0.33
C -4.27 0.87 0.04 -1.29
H -4.27 1.69 0.77 0.38
H -5.06 1.05 -0.70 0.41
H -4.48 -0.06 0.60 0.39
C 2.09 -2.54 0.67 -1.19
H 3.03 -3.09 0.75 0.43
H 1.54 -2.61 1.63 0.25
H 1.46 -2.98 -0.11 0.37
C 4.19 -0.65 0.72 -1.51
H 4.28 -0.41 1.79 0.38
H 4.72 -1.59 0.52 0.41
H 4.65 0.18 0.17 0.35
O 0.08 2.98 2.25 -0.87
C -0.03 1.93 2.95 0.20
N -0.13 1.88 4.32 0.21
C -0.07 0.53 4.82 2.82
C -0.06 -0.25 3.49 -0.91
O -0.04 -1.49 3.38 -0.72
N -0.05 0.65 2.46 -0.01
C 1.21 0.35 5.63 -0.82
C 2.20 -0.57 5.26 -0.12
C 3.37 -0.69 6.02 -0.92
C 3.56 0.11 7.15 -0.41
C 2.56 1.02 7.53 -0.91
C 1.39 1.14 6.77 0.10
C -1.33 0.18 5.59 -0.50
C -1.30 -0.59 6.75 -0.17
C -2.48 -0.91 7.41 -0.86
C -3.71 -0.47 6.91 -0.46
C -3.74 0.28 5.73 -0.78
C -2.56 0.61 5.07 -0.27
H -0.06 2.72 4.88 0.25
H 2.03 -1.21 4.40 0.61
H 4.12 -1.40 5.69 0.42
H 4.48 0.03 7.72 0.39
H 2.69 1.65 8.41 0.39
H 0.61 1.84 7.08 0.36
H -0.33 -0.94 7.12 0.45
H -2.43 -1.50 8.33 0.40
H -4.64 -0.72 7.44 0.39
H -4.69 0.62 5.31 0.39
H -2.58 1.20 4.16 0.33
```

The LUMO energy (alpha / beta) comes out at -2.6 / -2.6 eV. Its energy relative to the best compared isomer or geometry (same formula, charge and spin) is 0.00 kJ/mol. For the frontier orbital gap (alpha / beta), the calculation gives 8.07 / 8.09 eV. The total energy is -2184.5681 Ha. For the largest force on an atom, the calculation gives 0.03743 Eh/bohr. The value obtained for the highest occupied orbital energy (alpha / beta) is -10.7 / -10.7 eV. The charge is +1.


No. 2
# CH5BrN3

A cluster of 2 separate species, CH5BrN3 in total (wB97M-V/def2-TZVPD, the Open Molecules 2025 dataset).

Geometry as XYZ:
```
10
Properties=species:S:1:pos:R:3:mulliken_charge:R:1
C 1.33 -0.72 0.47 0.34
N 1.05 0.44 0.19 -0.39
N 1.43 -1.86 0.66 -0.08
N -1.33 0.74 -0.72 -0.82
Br -2.33 0.07 0.82 0.09
H 1.48 1.31 0.72 0.33
H 0.10 0.72 -0.28 0.48
H 1.75 -2.79 0.53 0.34
H -1.68 1.69 -0.73 0.36
H -1.80 0.40 -1.65 0.36
```

The LUMO energy comes out at -4.3 eV. Its energy relative to the best compared isomer or geometry (same formula, charge and spin) is 169.27 kJ/mol. For the frontier orbital gap, the calculation gives 10.37 eV. The total energy is -2779.0573 Ha. For the largest force on an atom, the calculation gives 0.11486 Eh/bohr. The value obtained for the highest occupied orbital energy is -14.7 eV. The charge is +1.


No. 3
# C3H7NO

A cluster of 2 separate species, C3H7NO in total (wB97M-V/def2-TZVPD, the Open Molecules 2025 dataset).

Geometry as XYZ:
```
12
Properties=species:S:1:pos:R:3:mulliken_charge:R:1
C 1.77 0.14 -0.52 -0.54
C 0.71 -0.70 -0.81 -0.05
O -0.39 -0.31 -1.56 -0.46
H 2.73 -0.31 -0.30 0.28
H 1.50 1.28 -0.66 0.19
H 1.04 -1.77 -0.80 0.27
H -0.73 -1.03 -2.14 0.32
C -1.27 0.49 0.95 -0.13
N -1.73 0.12 2.10 -0.56
H -1.99 0.28 0.17 0.29
H -0.49 1.27 0.70 0.16
H -1.16 0.53 2.87 0.23
```

The LUMO energy comes out at 0.7 eV. Its energy relative to the best compared isomer or geometry (same formula, charge and spin) is 348.22 kJ/mol. For the frontier orbital gap, the calculation gives 9.80 eV. Its SMILES is C=CO.C=N. The total energy is -248.3939 Ha. For the largest force on an atom, the calculation gives 0.08148 Eh/bohr. The value obtained for the highest occupied orbital energy is -9.1 eV. The charge is 0.


No. 4
# C40H69N5O4S

A structure of composition C40H69N5O4S (wB97M-V/def2-TZVPD, the Open Molecules 2025 dataset).

Geometry as XYZ:
```
119
Properties=species:S:1:pos:R:3:lowdin_spin:R:1
C -5.61 4.55 2.47 0.00
C -5.01 5.17 1.12 0.00
C -3.98 4.11 0.55 0.00
C -3.72 4.21 -1.01 0.00
C -4.70 3.32 -1.88 0.00
C -4.16 3.29 -3.39 0.00
C -2.90 2.37 -3.60 0.00
C -3.17 0.82 -3.39 0.00
C -1.96 0.08 -2.64 0.00
C -2.37 -1.39 -2.17 0.00
C -1.92 -1.65 -0.67 0.00
C -0.40 -2.09 -0.53 0.00
C 0.61 -0.90 -0.76 0.00
C 0.70 0.17 0.25 0.00
N -0.17 -0.01 1.42 0.00
C -0.38 1.25 2.15 0.00
C -1.85 1.84 2.09 0.00
O 0.44 1.83 2.82 0.00
C 0.56 -0.91 2.36 0.00
C 2.10 -0.84 2.66 0.00
O -0.09 -1.76 2.93 0.00
C 1.64 1.33 0.04 0.00
C 2.49 1.39 -1.14 0.00
C 2.39 0.26 -2.11 0.00
N 3.14 0.12 -3.27 0.00
S 2.65 -1.30 -4.01 0.00
N 1.46 -1.91 -2.98 0.00
C 1.45 -0.93 -2.00 0.00
H -6.28 3.69 2.18 0.00
H -4.74 4.10 3.03 0.00
H -6.10 5.32 3.13 0.00
H -5.82 5.47 0.40 0.00
H -4.42 6.08 1.44 0.00
H -3.02 4.26 1.12 0.00
H -4.36 3.09 0.83 0.00
H -3.67 5.29 -1.34 0.00
H -2.68 3.79 -1.18 0.00
H -5.71 3.82 -1.86 0.00
H -4.75 2.25 -1.54 0.00
H -3.86 4.35 -3.66 0.00
H -5.01 3.01 -4.08 0.00
H -2.03 2.70 -2.97 0.00
H -2.57 2.53 -4.67 0.00
H -4.12 0.66 -2.80 0.00
H -3.23 0.34 -4.41 0.00
H -1.10 -0.05 -3.37 0.00
H -1.65 0.72 -1.77 0.00
H -3.49 -1.50 -2.30 0.00
H -1.86 -2.17 -2.81 0.00
H -2.10 -0.70 -0.07 0.00
H -2.57 -2.44 -0.20 0.00
H -0.17 -2.91 -1.27 0.00
H -0.25 -2.48 0.51 0.00
H -2.59 1.12 2.54 0.00
H -2.08 2.02 1.01 0.00
H -1.92 2.77 2.73 0.00
H 2.38 -0.12 3.47 0.00
H 2.74 -0.63 1.77 0.00
H 2.39 -1.87 3.03 0.00
H 1.72 2.16 0.77 0.00
H 3.20 2.24 -1.24 0.00
C -4.17 -2.20 5.94 0.00
C -3.64 -0.75 5.73 0.02
C -2.62 -0.41 6.83 0.01
C -3.25 -0.16 8.19 0.00
C -4.36 0.88 8.10 0.01
C -5.41 0.55 7.02 0.03
N -4.79 0.21 5.70 0.34
O -4.36 1.34 5.15 0.57
C -6.30 -0.61 7.50 0.00
C -6.39 1.74 6.90 0.00
C -2.91 -0.81 4.38 0.00
H -3.55 -2.93 5.41 0.00
H -4.16 -2.51 6.98 0.00
H -5.18 -2.31 5.55 0.00
H -2.05 0.48 6.54 0.00
H -1.89 -1.22 6.91 0.00
H -3.64 -1.09 8.61 0.00
H -2.49 0.19 8.89 0.00
H -4.85 0.98 9.07 0.00
H -3.91 1.86 7.89 0.00
H -7.00 -0.92 6.72 0.00
H -6.90 -0.31 8.36 0.00
H -5.75 -1.49 7.83 0.00
H -5.89 2.68 6.68 0.00
H -6.92 1.89 7.85 0.00
H -7.14 1.55 6.13 0.00
H -3.61 -1.06 3.57 0.00
H -2.13 -1.57 4.39 0.00
H -2.41 0.12 4.12 0.00
C 8.14 -4.52 -6.40 0.00
C 8.68 -3.09 -6.61 0.02
C 9.72 -2.76 -5.51 0.01
C 9.09 -2.51 -4.14 0.00
C 7.99 -1.46 -4.23 0.01
C 6.94 -1.77 -5.31 0.03
N 7.55 -2.11 -6.62 0.33
O 7.99 -0.98 -7.17 0.58
C 6.04 -2.93 -4.82 0.00
C 5.97 -0.57 -5.41 0.00
C 9.41 -3.15 -7.97 0.00
H 8.75 -5.26 -6.94 0.00
H 8.15 -4.84 -5.36 0.00
H 7.13 -4.63 -6.79 0.00
H 10.30 -1.87 -5.80 0.00
H 10.44 -3.58 -5.43 0.00
H 8.69 -3.44 -3.73 0.00
H 9.87 -2.18 -3.44 0.00
H 7.51 -1.36 -3.25 0.00
H 8.46 -0.49 -4.44 0.00
H 5.34 -3.22 -5.61 0.00
H 5.44 -2.62 -3.96 0.00
H 6.59 -3.81 -4.50 0.00
H 6.49 0.37 -5.63 0.00
H 5.45 -0.42 -4.46 0.00
H 5.22 -0.74 -6.18 0.00
H 8.71 -3.39 -8.77 0.00
H 10.18 -3.92 -7.95 0.00
H 9.92 -2.22 -8.22 0.00
```

The LUMO energy comes out at -1.2 eV. As for the spin multiplicity: 3. For the frontier orbital gap, the calculation gives 7.56 eV. The total energy is -2538.2117 Ha. For the largest force on an atom, the calculation gives 0.08684 Eh/bohr. The value obtained for the highest occupied orbital energy is -8.7 eV. The charge is 0.


No. 5
# H3N3O

A cluster of 2 separate species, H3N3O in total (wB97M-V/def2-TZVPD, the Open Molecules 2025 dataset).

Geometry as XYZ:
```
7
Properties=species:S:1:pos:R:3:mulliken_charge:R:1
N -1.11 -1.64 1.20 -0.43
N -1.25 -1.07 -1.08 -0.51
N -1.12 -1.52 0.06 0.72
O 0.74 0.08 0.40 -0.70
H 0.35 0.17 1.31 0.35
H -0.53 -1.22 -1.73 0.24
H 1.48 -0.51 0.40 0.33
```

The LUMO energy comes out at 0.9 eV. Its energy relative to the best compared isomer or geometry (same formula, charge and spin) is 133.05 kJ/mol. For the frontier orbital gap, the calculation gives 10.71 eV. The total energy is -241.2230 Ha. For the largest force on an atom, the calculation gives 0.05585 Eh/bohr. The value obtained for the highest occupied orbital energy is -9.9 eV. The charge is 0.


No. 6
# C4H8F3O5RbS

A structure of composition C4H8F3O5RbS (wB97M-V/def2-TZVPD, the Open Molecules 2025 dataset).

Geometry as XYZ:
```
22
Properties=species:S:1:pos:R:3:mulliken_charge:R:1
O -0.55 -1.66 -2.82 -0.52
O -3.27 0.10 1.15 -0.83
C -2.94 -0.34 2.36 -0.29
O -2.35 -1.70 2.24 -0.27
C -1.99 -2.28 3.47 -0.76
Rb -2.96 -1.89 -0.81 0.93
H -3.79 -0.48 3.07 0.18
H -2.15 0.26 2.88 0.19
H -2.54 -3.22 3.58 0.25
H -0.91 -2.50 3.51 0.22
H -2.25 -1.62 4.32 0.31
S 0.77 -2.23 -3.19 1.06
O 1.70 -1.50 -4.02 -0.57
O 0.61 -3.68 -3.82 -0.27
C 1.61 -2.63 -1.56 0.68
F 2.41 -1.63 -1.24 -0.19
F 0.67 -2.76 -0.63 -0.19
F 2.29 -3.75 -1.66 -0.21
C -0.69 -4.32 -3.90 -0.56
H -0.54 -5.18 -4.55 0.24
H -1.42 -3.63 -4.34 0.31
H -1.00 -4.66 -2.90 0.27
```

The LUMO energy comes out at -0.7 eV. For the frontier orbital gap, the calculation gives 5.85 eV. The total energy is -1255.2072 Ha. For the largest force on an atom, the calculation gives 0.06355 Eh/bohr. The value obtained for the highest occupied orbital energy is -6.5 eV. The charge is 0.


- largest force on an atom of number 3 (C3H7NO)?
  0.08148 Eh/bohr


- Which value of largest force on an atom does entry 2 give?
  0.11486 Eh/bohr